Entry 1:
Below is a 5-piece molecular cluster, C33H59ClN5O11S4 overall at a distorted geometry, with properties calculated with ωB97M-V/def2-TZVPD.

```
113
C33H59ClN5O11S4 | OMol25 | ωB97M-V/def2-TZVPD
C 2.24 -2.07 7.12
C 0.96 -2.75 6.99
C 0.47 -3.45 5.61
C -0.24 -2.32 4.72
N -0.66 -1.01 5.19
C -1.25 -0.36 4.02
N -1.77 0.87 4.14
C -1.70 1.49 5.53
C -0.21 2.06 5.89
C 0.13 1.47 7.38
C -2.46 1.68 3.11
C -1.42 2.56 2.18
C -0.66 3.72 2.98
O 0.77 3.40 3.06
C 1.46 4.26 3.96
C 2.67 3.58 4.81
O 1.20 5.48 4.18
N -1.20 -1.17 2.80
C -1.62 -0.96 1.40
Cl -3.32 -1.74 1.25
C -0.58 -1.56 0.28
C -1.12 -2.94 -0.40
N -0.63 -2.33 3.30
N -0.34 -3.54 2.70
C -1.29 -4.44 2.96
O -2.26 -5.12 3.37
H 2.27 -1.19 7.89
H 3.16 -2.34 6.50
H 0.31 -2.76 7.94
H 1.43 -3.85 5.08
H -0.26 -4.33 5.80
H -2.39 2.43 5.56
H -2.12 0.79 6.35
H -0.24 3.21 5.99
H 0.56 1.71 5.11
H 0.72 0.50 7.26
H -0.81 1.24 8.00
H 0.80 2.22 7.98
H -3.18 2.48 3.55
H -3.13 1.06 2.40
H -0.72 1.90 1.55
H -2.12 3.10 1.41
H -1.15 3.88 4.01
H -0.72 4.74 2.44
H 2.36 3.39 5.91
H 3.61 4.26 4.86
H 2.99 2.57 4.38
H -1.77 0.12 1.06
H -0.44 -0.81 -0.61
H 0.44 -1.82 0.76
H -1.53 -3.70 0.35
H -0.25 -3.49 -0.96
H -1.94 -2.72 -1.20
C 2.19 -1.20 -5.08
C 1.84 -2.46 -4.29
C 2.11 -2.17 -2.81
S 1.90 -0.40 -2.60
O 3.18 0.18 -2.26
O 0.70 -0.16 -1.82
C 1.56 -0.04 -4.31
H 1.82 -1.25 -6.10
H 3.28 -1.07 -5.11
H 0.78 -2.69 -4.42
H 2.41 -3.33 -4.63
H 1.42 -2.70 -2.16
H 3.14 -2.42 -2.54
H 1.97 0.93 -4.58
H 0.47 -0.04 -4.44
C 2.88 5.93 -4.53
C 3.77 5.58 -3.33
C 3.79 4.05 -3.21
S 3.53 3.42 -4.86
O 2.26 2.72 -4.90
O 4.76 2.82 -5.34
C 3.32 5.00 -5.65
H 2.98 6.98 -4.81
H 1.83 5.74 -4.28
H 4.78 5.95 -3.50
H 3.40 6.04 -2.41
H 4.75 3.69 -2.83
H 2.98 3.68 -2.58
H 2.59 4.93 -6.46
H 4.29 5.31 -6.05
C -2.81 3.65 -5.55
C -1.61 2.74 -5.85
C -0.77 3.43 -6.93
S -1.05 5.18 -6.73
O -1.73 5.68 -7.90
O 0.16 5.80 -6.22
C -2.23 5.05 -5.40
H -3.34 3.33 -4.65
H -3.51 3.62 -6.39
H -1.02 2.61 -4.94
H -1.93 1.75 -6.18
H 0.29 3.21 -6.80
H -1.09 3.15 -7.93
H -2.98 5.84 -5.49
H -1.69 5.15 -4.46
C -3.68 -8.41 0.89
C -2.49 -9.32 0.58
C -1.64 -8.61 -0.48
S -1.92 -6.86 -0.25
O -2.60 -6.35 -1.42
O -0.72 -6.25 0.27
C -3.11 -7.01 1.07
H -4.22 -8.74 1.79
H -4.38 -8.43 0.05
H -1.89 -9.46 1.49
H -2.80 -10.30 0.24
H -0.58 -8.83 -0.35
H -1.96 -8.88 -1.49
H -3.86 -6.23 0.99
H -2.57 -6.92 2.01
```

Output
Net charge: +1
Strongest force on any atom in eV/Å: 8.69
HOMO energy in eV: -11.80

Mulliken population analysis, charges in e, atoms 1 to 5: atom 1 (C): -0.659, atom 2 (C): -0.235, atom 3 (C): -0.401, atom 4 (C): 0.307, atom 5 (N): -0.227

=====

Entry 2:
Below is a 7-piece molecular cluster, C33H59F3N2O17PS overall at a distorted geometry, with properties calculated with ωB97M-V/def2-TZVPD.

```
116
C33H59F3N2O17PS | OMol25 | ωB97M-V/def2-TZVPD
C 0.24 -6.07 1.77
C 0.56 -5.61 0.30
C 1.75 -6.30 -0.36
N -0.20 -4.64 -0.25
N 0.36 -3.42 0.07
C 1.39 -3.00 -0.76
C 2.10 -1.74 -0.53
C 1.66 -0.95 0.62
S 2.51 0.63 1.04
O 3.11 1.15 -0.19
O 1.61 1.61 1.64
C 3.82 0.15 2.31
F 3.97 -1.23 2.23
F 5.01 0.70 2.06
F 3.35 0.39 3.56
C 0.57 -1.40 1.47
C -0.09 -2.68 1.14
P -1.51 -3.16 2.27
O -1.00 -3.63 3.58
O -2.53 -4.27 1.62
O -2.37 -1.75 2.51
H -0.87 -6.20 1.89
H 0.66 -5.27 2.44
H 0.79 -7.01 2.01
H 1.77 -6.22 -1.48
H 2.71 -5.82 0.06
H 1.82 -7.39 -0.11
H 1.72 -3.59 -1.65
H 2.93 -1.39 -1.20
H 0.23 -0.81 2.35
H -2.86 -3.93 0.77
H -2.09 -1.08 1.86
O -2.77 -1.50 -1.07
C -3.72 -1.89 -1.72
O -4.78 -2.42 -1.10
C -6.02 -2.73 -1.75
C -5.98 -4.10 -2.38
C -3.68 -1.87 -3.22
H -6.30 -1.95 -2.46
H -6.78 -2.71 -0.97
H -5.22 -4.16 -3.16
H -6.94 -4.35 -2.82
H -5.73 -4.86 -1.64
H -3.16 -2.77 -3.58
H -3.13 -0.99 -3.54
H -4.66 -1.80 -3.68
O -4.10 2.00 -3.22
C -3.92 2.15 -2.04
O -4.96 2.36 -1.22
C -4.87 2.36 0.21
C -4.45 3.72 0.73
C -2.52 2.19 -1.47
H -4.23 1.56 0.56
H -5.88 2.13 0.57
H -3.45 3.99 0.38
H -4.45 3.73 1.82
H -5.13 4.49 0.38
H -2.12 3.19 -1.58
H -1.90 1.49 -2.03
H -2.47 1.88 -0.43
O 3.74 -6.13 1.36
C 4.81 -6.34 1.91
O 5.82 -6.84 1.22
C 7.17 -6.95 1.71
C 7.36 -8.23 2.49
C 4.96 -6.13 3.39
H 7.45 -6.06 2.29
H 7.82 -6.96 0.84
H 6.71 -8.27 3.38
H 8.39 -8.34 2.82
H 7.09 -9.09 1.88
H 4.59 -7.02 3.92
H 4.36 -5.27 3.69
H 5.98 -5.92 3.71
O 3.61 -3.13 -6.35
C 3.09 -2.07 -6.12
O 3.38 -1.42 -4.97
C 2.96 -0.08 -4.68
C 1.57 -0.06 -4.09
C 2.04 -1.50 -7.04
H 3.06 0.56 -5.56
H 3.67 0.30 -3.94
H 0.83 -0.45 -4.79
H 1.28 0.95 -3.81
H 1.53 -0.70 -3.20
H 1.08 -1.95 -6.81
H 2.31 -1.76 -8.07
H 1.97 -0.42 -7.01
O 1.24 7.35 5.63
C 1.58 6.85 4.59
O 1.66 5.51 4.48
C 1.87 4.82 3.25
C 3.34 4.71 2.93
C 2.01 7.71 3.43
H 1.29 5.27 2.44
H 1.46 3.81 3.39
H 3.81 5.69 2.79
H 3.49 4.13 2.02
H 3.88 4.23 3.75
H 3.06 7.98 3.56
H 1.41 8.61 3.42
H 1.87 7.24 2.46
O -2.92 6.26 -0.82
C -3.42 7.33 -0.58
O -3.11 7.98 0.56
C -3.50 9.33 0.85
C -4.89 9.38 1.45
C -4.47 7.92 -1.50
H -3.40 9.96 -0.03
H -2.78 9.69 1.58
H -5.64 9.01 0.75
H -5.15 10.40 1.72
H -4.94 8.75 2.34
H -5.44 7.50 -1.25
H -4.21 7.66 -2.52
H -4.52 9.01 -1.46
```

Output
Net charge: +1
Strongest force on any atom in eV/Å: 4.20
HOMO energy in eV: -11.34

Mulliken population analysis, charges in e, atoms 1 to 5: atom 1 (C): -0.903, atom 2 (C): 0.848, atom 3 (C): -1.133, atom 4 (N): -1.074, atom 5 (N): 0.842

=====

Calculated Kohn-Sham gap in order - 8.193, 6.520 eV
Calculated DFT total energy in order - -120997.33826, -101232.48837 eV